No. 1
25 unconnected molecules or ions with the total composition C41H31Cl96N3O2PS at a distorted geometry, computed with the ωB97M-V functional and the def2-TZVPD basis.

HOMO energy: -11.601 eV
energy: -46812.8677 Eh
LUMO energy: -4.22 eV
F_max: 2.49 eV/Å

```
! wB97M-V def2-TZVPD RIJCOSX def2/J DEFGRID3
* xyz 1 1
C -3.852 -2.720 -1.317
C -2.521 -3.065 -2.114
C -1.319 -3.444 -1.180
C -0.478 -2.174 -0.763
C -1.182 -1.298 0.342
C -0.851 0.222 0.121
C -1.798 0.970 -0.891
C -1.094 2.073 -1.772
C 0.009 2.896 -1.016
C 0.953 3.627 -2.104
C 2.478 3.318 -1.844
C 3.325 2.894 -3.077
C 4.674 3.442 -3.239
C 5.371 4.411 -2.247
O 6.527 3.691 -1.690
N 6.022 2.479 -1.258
O 6.803 1.941 -0.588
C 5.475 3.047 -4.393
N 5.004 2.210 -5.338
C 3.763 1.633 -5.302
P 3.211 0.484 -6.696
S 3.676 -1.365 -6.334
C 2.890 1.943 -4.147
N 1.628 1.297 -4.108
H -4.777 -2.944 -1.885
H -3.779 -3.286 -0.350
H -3.768 -1.641 -1.019
H -2.200 -2.215 -2.764
H -2.763 -3.943 -2.756
H -0.634 -4.106 -1.770
H -1.614 -4.021 -0.269
H -0.186 -1.539 -1.644
H 0.492 -2.576 -0.364
H -0.693 -1.582 1.314
H -2.268 -1.505 0.466
H -0.913 0.767 1.102
H 0.205 0.270 -0.255
H -2.719 1.344 -0.374
H -2.179 0.183 -1.606
H -0.755 1.623 -2.738
H -1.894 2.810 -2.063
H 0.702 2.279 -0.400
H -0.446 3.669 -0.347
H 0.785 4.723 -1.938
H 0.593 3.398 -3.130
H 2.931 4.274 -1.472
H 2.665 2.561 -1.043
H 4.753 4.715 -1.377
H 5.798 5.308 -2.753
H 6.503 3.431 -4.537
H 5.592 1.961 -6.132
H 3.618 0.981 -7.965
H 1.782 0.572 -6.687
H 1.700 0.330 -4.448
H 1.430 1.171 -3.108
C 3.806 5.453 1.838
Cl 4.203 5.811 3.519
Cl 5.243 4.802 1.028
Cl 2.497 4.256 1.775
Cl 3.280 6.943 1.022
C -3.946 3.042 2.390
Cl -3.067 3.727 1.009
Cl -3.830 4.146 3.769
Cl -5.646 2.821 1.958
Cl -3.237 1.477 2.824
C -0.737 0.530 -10.140
Cl -0.646 0.991 -8.427
Cl 0.825 -0.134 -10.660
Cl -1.991 -0.694 -10.352
Cl -1.125 1.956 -11.113
C -0.760 -3.914 -8.286
Cl -1.076 -5.305 -7.231
Cl -1.988 -2.666 -8.012
Cl 0.848 -3.251 -7.931
Cl -0.824 -4.432 -9.977
C -9.361 2.664 4.377
Cl -10.291 3.940 3.574
Cl -9.499 1.163 3.449
Cl -7.655 3.138 4.460
Cl -9.995 2.403 6.015
C 2.166 -1.448 2.147
Cl 3.513 -1.602 3.288
Cl 2.510 -2.408 0.699
Cl 0.676 -2.037 2.899
Cl 1.969 0.265 1.683
C -6.363 -1.906 2.805
Cl -7.461 -3.081 3.548
Cl -4.704 -2.219 3.350
Cl -6.441 -2.055 1.042
Cl -6.843 -0.270 3.277
C 7.669 7.910 -0.266
Cl 8.464 6.547 0.538
Cl 5.922 7.810 0.015
Cl 8.290 9.432 0.388
Cl 7.992 7.840 -2.010
C 5.322 -5.026 -5.034
Cl 3.777 -4.408 -5.635
Cl 5.038 -6.584 -4.252
Cl 6.469 -5.222 -6.368
Cl 5.980 -3.879 -3.853
C -9.169 6.303 6.783
Cl -8.348 6.986 5.369
Cl -8.321 4.837 7.308
Cl -9.164 7.491 8.098
Cl -10.843 5.906 6.360
C 11.132 3.689 2.470
Cl 10.476 3.991 4.089
Cl 12.149 2.243 2.508
Cl 9.799 3.444 1.324
Cl 12.100 5.080 1.956
C -12.149 -0.917 7.812
Cl -11.343 -0.257 6.380
Cl -11.284 -2.361 8.364
Cl -12.147 0.299 9.099
Cl -13.823 -1.344 7.406
C 5.677 2.860 5.736
Cl 4.551 4.085 6.346
Cl 4.837 1.821 4.574
Cl 7.045 3.655 4.935
Cl 6.270 1.880 7.086
C -13.566 -6.211 8.620
Cl -12.106 -6.335 9.617
Cl -13.424 -7.297 7.227
Cl -14.980 -6.667 9.584
Cl -13.750 -4.544 8.053
C -1.344 -6.788 -13.445
Cl -0.516 -7.288 -11.959
Cl -2.058 -5.180 -13.216
Cl -0.180 -6.731 -14.778
Cl -2.623 -7.950 -13.826
C 7.486 -1.165 0.911
Cl 8.307 -2.524 1.694
Cl 5.740 -1.288 1.189
Cl 8.081 0.358 1.587
Cl 7.811 -1.204 -0.833
C 16.319 1.029 1.624
Cl 17.379 0.432 2.913
Cl 15.708 2.634 2.058
Cl 17.233 1.133 0.112
Cl 14.955 -0.085 1.417
C -10.531 3.679 11.120
Cl -12.196 3.275 11.577
Cl -10.538 4.568 9.588
Cl -9.799 4.683 12.383
Cl -9.592 2.188 10.933
C 1.663 -8.550 -6.653
Cl 2.810 -8.644 -5.299
Cl 2.244 -9.585 -7.968
Cl 0.069 -9.108 -6.118
Cl 1.537 -6.883 -7.244
C -11.019 -0.660 0.212
Cl -9.839 -1.217 1.414
Cl -11.532 0.990 0.600
Cl -10.273 -0.682 -1.396
Cl -12.425 -1.734 0.226
C 1.410 0.705 6.369
Cl 0.264 -0.524 6.928
Cl 3.009 0.383 7.059
Cl 1.521 0.652 4.601
Cl 0.855 2.308 6.878
C 21.064 1.582 -1.075
Cl 20.172 2.877 -1.893
Cl 21.076 0.136 -2.098
Cl 22.728 2.108 -0.776
Cl 20.274 1.207 0.465
C -3.315 -9.914 -8.405
Cl -2.635 -9.036 -9.784
Cl -3.234 -8.898 -6.953
Cl -5.003 -10.328 -8.742
Cl -2.385 -11.396 -8.135
C -12.790 -2.050 12.753
Cl -11.331 -2.181 13.751
Cl -12.650 -3.133 11.358
Cl -14.206 -2.505 13.714
Cl -12.970 -0.381 12.188
*
```


No. 2
A molecular structure, C28H28F6N8O2OsPSSb at a distorted geometry, computed with the ωB97M-V functional and the def2-TZVPD basis.

HOMO energy (alpha / beta): -15.942 / -15.930 eV
energy: -3341.1001 Eh
LUMO energy (alpha / beta): -8.66 / -12.72 eV
relative energy (zero: lowest compared OMol25 entry of this formula, charge and spin): 104.8 kJ/mol
F_max: 3.11 eV/Å

```
! wB97M-V def2-TZVPD RIJCOSX def2/J DEFGRID3
* xyz 3 6
Os -0.120 0.368 0.239
C 0.601 5.632 1.733
N 0.147 4.460 0.987
C -0.562 4.508 -0.177
C -0.770 3.220 -0.565
N -0.193 2.385 0.354
C 0.368 3.169 1.296
P 1.381 2.671 2.742
C 0.238 1.389 3.408
N -0.526 0.574 2.654
C -1.070 -0.316 3.486
C -0.656 -0.024 4.808
N 0.160 1.037 4.736
C 0.863 1.670 5.853
C 2.367 1.373 1.919
N 1.804 0.347 1.265
C 2.786 -0.541 0.980
C 3.971 -0.049 1.478
N 3.691 1.143 2.073
C 4.663 1.996 2.751
H 0.025 6.498 1.423
H 0.457 5.487 2.801
H 1.653 5.830 1.533
H -0.858 5.435 -0.639
H -1.274 2.858 -1.446
H -1.682 -1.137 3.138
H -0.908 -0.514 5.739
H 0.386 1.391 6.789
H 1.902 1.343 5.885
H 0.833 2.752 5.752
H 2.585 -1.470 0.467
H 4.969 -0.456 1.450
H 5.626 1.913 2.255
H 4.340 3.033 2.718
H 4.787 1.692 3.790
C 2.640 -5.090 -4.456
C 2.103 -3.772 -4.026
C 0.917 -3.267 -4.570
C 0.395 -2.063 -4.147
C 1.075 -1.348 -3.172
C 2.272 -1.806 -2.631
C 2.778 -3.015 -3.057
S 0.535 0.260 -2.705
O 0.256 1.049 -3.857
O 1.437 0.789 -1.686
N -0.859 0.157 -1.761
C -2.113 0.022 -2.154
C -2.546 -0.112 -3.499
C -3.879 -0.319 -3.787
C -4.826 -0.370 -2.774
C -4.453 -0.190 -1.414
C -5.378 -0.216 -0.356
C -4.930 -0.024 0.928
C -3.567 0.197 1.138
N -2.673 0.215 0.164
C -3.099 0.020 -1.094
H 2.058 -5.535 -5.258
H 2.655 -5.781 -3.608
H 3.685 -5.015 -4.764
H 0.405 -3.833 -5.337
H -0.523 -1.687 -4.580
H 2.800 -1.193 -1.914
H 3.709 -3.392 -2.655
H -1.817 -0.016 -4.291
H -4.192 -0.438 -4.815
H -5.871 -0.529 -3.012
H -6.427 -0.389 -0.562
H -5.608 -0.038 1.769
H -3.208 0.381 2.142
F 0.100 -1.629 0.066
Sb -0.910 -3.549 0.341
F -1.244 -2.717 2.011
F 0.859 -3.951 0.819
F -1.765 -5.140 0.680
F -0.445 -3.859 -1.455
F -2.333 -2.477 -0.333
*
```


No. 3
A molecular structure, C26H40Br16Cl2O3 at a distorted geometry, computed with the ωB97M-V functional and the def2-TZVPD basis.

HOMO energy: -9.022 eV
energy: -43344.9261 Eh
LUMO energy: -0.82 eV
F_max: 5.04 eV/Å

```
! wB97M-V def2-TZVPD RIJCOSX def2/J DEFGRID3
* xyz 0 1
C 0.591 0.962 2.887
C -0.250 1.094 2.042
C -1.210 1.452 0.984
C -1.377 0.221 0.124
C -0.751 -0.179 -0.998
C 0.347 0.524 -1.763
Cl 1.441 1.448 -0.700
C 1.243 -0.400 -2.628
C 0.557 -0.923 -3.898
Cl 1.895 -1.689 -1.571
C -1.443 -1.461 -1.322
O -1.475 -2.134 -2.325
O -2.168 -1.930 -0.258
C -2.424 -0.783 0.494
O -3.328 -0.690 1.251
H 1.246 0.778 3.699
H -2.170 1.635 1.476
H -0.864 2.293 0.390
H -0.138 1.230 -2.443
H 2.055 0.251 -2.953
H 0.344 -1.982 -3.760
H -0.390 -0.431 -4.122
H 1.242 -0.881 -4.746
Br -3.300 -1.116 -2.927
C -5.134 -0.373 -3.057
C -5.718 -0.515 -4.439
Br -4.944 0.779 -5.672
H -5.079 0.663 -2.732
H -5.718 -0.944 -2.337
H -6.786 -0.305 -4.439
H -5.548 -1.498 -4.871
Br 0.055 1.236 8.019
C -1.772 0.771 7.527
C -1.803 -0.279 6.448
Br -1.343 0.464 4.701
H -2.261 1.693 7.230
H -2.228 0.399 8.442
H -2.809 -0.681 6.341
H -1.108 -1.093 6.631
Br 1.991 -1.393 2.579
C 1.716 -3.295 2.274
C 0.399 -3.547 1.591
Br -1.101 -3.350 2.817
H 1.800 -3.785 3.239
H 2.539 -3.613 1.637
H 0.343 -4.572 1.231
H 0.218 -2.865 0.765
Br 3.725 1.007 4.369
C 5.295 0.482 5.393
C 6.007 -0.678 4.756
Br 5.063 -2.355 5.054
H 4.956 0.270 6.402
H 5.935 1.361 5.404
H 6.987 -0.815 5.210
H 6.119 -0.566 3.682
Br -6.765 -0.404 0.675
C -6.308 -2.212 1.229
C -6.955 -3.246 0.349
Br -8.852 -3.445 0.738
H -6.598 -2.302 2.271
H -5.224 -2.266 1.150
H -6.521 -4.226 0.533
H -6.875 -3.009 -0.708
Br 8.680 1.736 3.697
C 8.606 3.573 4.337
C 8.980 3.668 5.792
Br 7.541 3.040 6.939
H 7.604 3.935 4.135
H 9.319 4.119 3.724
H 9.142 4.706 6.076
H 9.860 3.086 6.043
Br -4.464 -2.560 -7.990
C -4.655 -1.305 -9.464
C -3.327 -0.725 -9.875
Br -2.717 0.611 -8.604
H -5.363 -0.547 -9.143
H -5.086 -1.883 -10.279
H -3.416 -0.201 -10.824
H -2.544 -1.473 -9.950
Br 1.144 3.394 -3.995
C 2.827 4.206 -3.466
C 3.905 3.949 -4.483
Br 4.562 2.121 -4.378
H 3.072 3.812 -2.484
H 2.621 5.271 -3.385
H 4.770 4.579 -4.288
H 3.568 4.105 -5.503
*
```


No. 4
A gas-phase ion, H2NOS2 (charge -1) at a distorted geometry, computed with the ωB97M-V functional and the def2-TZVPD basis.

SMILES string: N=[S@@H]([O-])=S
HOMO energy: -4.035 eV
energy: -927.5540 Eh
LUMO energy: 3.83 eV
relative energy (zero: lowest compared OMol25 entry of this formula, charge and spin): 84.8 kJ/mol
F_max: 2.77 eV/Å

```
! wB97M-V def2-TZVPD RIJCOSX def2/J DEFGRID3
* xyz -1 1
N 1.065 -0.211 0.393
O -0.283 0.096 2.374
S -0.824 2.547 0.467
S -0.189 0.469 0.933
H 1.514 0.318 -0.306
H -1.273 -0.167 0.285
*
```


No. 5
A molecular structure, C4H5CdLiO7 at a distorted geometry, computed with the ωB97M-V functional and the def2-TZVPD basis.

HOMO energy (alpha / beta): -7.718 / -9.397 eV
energy: -857.3351 Eh
LUMO energy (alpha / beta): -4.14 / -1.15 eV
relative energy (zero: lowest compared OMol25 entry of this formula, charge and spin): 0.0 kJ/mol
F_max: 7.93 eV/Å

```
! wB97M-V def2-TZVPD RIJCOSX def2/J DEFGRID3
* xyz 0 1
O -4.101 1.723 -1.042
C -2.979 1.132 -0.950
O -2.687 0.231 -1.797
O -2.150 1.511 -0.019
C -0.843 0.901 0.038
O 1.163 0.917 1.310
C 3.186 -2.200 0.235
C -0.073 1.489 1.216
O 3.890 -1.182 0.039
O 1.932 -2.209 0.155
Cd -4.487 0.481 -2.541
Li 2.133 -0.158 0.248
H -0.319 1.108 -0.906
H -0.960 -0.186 0.156
H -0.042 2.594 1.071
H -0.691 1.330 2.130
O 3.842 -3.388 0.297
H 3.187 -4.094 0.360
*
```


No. 6
A single C5H11N3 molecule at a distorted geometry, computed with the ωB97M-V functional and the def2-TZVPD basis.

SMILES string: N[C@@H]1[C@H](N)CN2C[C@H]12
HOMO energy: -8.403 eV
energy: -361.1428 Eh
LUMO energy: 0.90 eV
relative energy (zero: lowest compared OMol25 entry of this formula, charge and spin): 647.4 kJ/mol
F_max: 7.55 eV/Å

```
! wB97M-V def2-TZVPD RIJCOSX def2/J DEFGRID3
* xyz 0 1
C -0.319 -0.272 1.096
C 0.425 1.107 0.832
C 1.470 0.691 -1.793
C 0.980 -0.135 -0.742
C -0.091 -1.111 -0.218
H -2.368 0.326 1.057
H -1.505 0.185 2.493
H 0.167 -0.749 1.901
H -0.217 1.886 1.076
H 1.263 1.071 1.510
H 1.111 0.596 -2.793
H 2.598 0.712 -1.902
H 1.720 -0.629 0.023
H 0.313 -2.268 -0.296
H -1.116 -0.154 -1.690
H -2.090 -1.065 -0.468
N -1.708 -0.365 1.498
N 0.647 1.203 -0.632
N -1.282 -1.031 -0.952
*
```


No. 7
A single C4H6N2O molecule, computed with the ωB97M-V functional and the def2-TZVPD basis.

SMILES string: Nc1[nH]ccc1O
HOMO energy: -7.287 eV
energy: -340.7568 Eh
LUMO energy: 0.93 eV
relative energy (zero: lowest compared OMol25 entry of this formula, charge and spin): 99.9 kJ/mol
F_max: 0.44 eV/Å

```
! wB97M-V def2-TZVPD RIJCOSX def2/J DEFGRID3
* xyz 0 1
N 1.945 0.806 -0.187
C 0.602 0.395 -0.082
C 0.052 -0.860 -0.037
O 0.817 -2.002 0.028
C -1.366 -0.714 -0.010
C -1.631 0.631 0.024
N -0.432 1.301 -0.036
H 2.528 -0.023 -0.262
H 2.232 1.304 0.652
H 0.240 -2.760 -0.120
H -2.114 -1.496 0.021
H -2.561 1.137 0.250
H -0.310 2.280 -0.240
*
```


No. 8
A gas-phase ion, C3H4NO2S (charge -1) at a distorted geometry, computed with the ωB97M-V functional and the def2-TZVPD basis.

SMILES string: C=N[C@@H](S)C(=O)[O-]
HOMO energy: -4.298 eV
energy: -720.1644 Eh
LUMO energy: 3.66 eV
relative energy (zero: lowest compared OMol25 entry of this formula, charge and spin): 59.3 kJ/mol
F_max: 3.16 eV/Å

```
! wB97M-V def2-TZVPD RIJCOSX def2/J DEFGRID3
* xyz -1 1
C -1.029 0.490 -0.737
C 1.741 0.934 -0.084
C 0.718 -0.387 0.239
N -0.230 -0.460 -0.771
O 2.603 0.708 -0.909
O 1.454 1.956 0.551
S 1.844 -1.848 0.223
H -1.652 0.645 -1.577
H -1.232 1.218 0.114
H 0.335 -0.137 1.207
H 2.707 -1.045 -0.432
*
```


No. 9
A single C23H20FN3O3 molecule, computed with the ωB97M-V functional and the def2-TZVPD basis.

SMILES string: O=C(CCCN1C(=O)[C@H](c2ccccc2)Oc2cccnc21)Nc1cccc(F)c1
HOMO energy: -8.367 eV
energy: -1378.3704 Eh
LUMO energy: 0.74 eV
relative energy (zero: lowest compared OMol25 entry of this formula, charge and spin): 7.4 kJ/mol
F_max: 0.71 eV/Å

```
! wB97M-V def2-TZVPD RIJCOSX def2/J DEFGRID3
* xyz 0 1
O -0.586 0.215 -1.488
C 0.610 0.193 -1.665
N 1.412 -0.867 -1.345
C 1.045 -2.159 -0.972
C 2.036 -3.014 -0.492
C 1.741 -4.327 -0.184
C 0.458 -4.818 -0.354
C -0.513 -3.953 -0.824
C -0.251 -2.633 -1.135
H -1.037 -1.991 -1.494
F -1.769 -4.415 -0.989
H 0.207 -5.842 -0.128
H 2.518 -4.978 0.186
H 3.043 -2.643 -0.363
H 2.410 -0.714 -1.402
C 1.388 1.325 -2.318
H 0.664 2.046 -2.700
H 1.941 0.901 -3.159
C 2.357 2.036 -1.366
C 1.656 3.117 -0.546
N 0.542 2.598 0.228
C 0.809 1.897 1.357
O 1.947 1.662 1.713
C -0.386 1.413 2.177
C -0.520 -0.098 2.055
C 0.522 -0.906 2.493
C 0.380 -2.281 2.498
C -0.807 -2.857 2.079
C -1.832 -2.056 1.608
C -1.689 -0.679 1.589
H -2.497 -0.061 1.231
H -2.751 -2.502 1.260
H -0.932 -3.929 2.117
H 1.190 -2.903 2.848
H 1.440 -0.449 2.833
O -1.608 2.082 1.929
C -1.822 2.536 0.668
C -3.110 2.803 0.235
C -3.292 3.340 -1.032
C -2.177 3.604 -1.804
N -0.940 3.362 -1.396
C -0.763 2.830 -0.201
H -2.257 4.034 -2.792
H -4.282 3.551 -1.401
H -3.941 2.597 0.892
H -0.145 1.638 3.227
H 2.371 3.554 0.157
H 1.249 3.887 -1.202
H 2.826 1.328 -0.680
H 3.146 2.520 -1.944
*
```


Question: Number 4 is which compound?
Answer: H2NOS2


Question: Among the records above, which one has the lowest F_max?
Answer: C4H6N2O


Question: The highest F_max belongs to which entry?
Answer: C4H5CdLiO7